55
Properties=species:S:1:pos:R:3:forces:R:3:lowdin_charge:R:1 method="wB97M-V/def2-TZVPD" multiplicity=2 homo_lumo_gap_ev="9.30 / 9.70" lumo_energy_ev="-5.4 / -5.3" e_tot_ha=-5247.96585 e_homo_ev="-14.672 / -15.017" largest_force_ev_per_a=0.82 charge=+2
Ti -1.386429 -0.399770 -0.389214 0.5 0.6 0.2 0.94
C -2.403611 1.402580 -4.647620 -0.1 0.1 0.2 0.05
O -3.157796 1.736723 -3.436405 0.1 0.1 -0.1 0.05
C -2.739369 1.259809 -2.313719 0.0 -0.2 0.0 -0.53
O -1.728884 0.534077 -2.179073 -0.2 0.2 -0.3 -0.05
N -3.494343 1.602510 -1.246111 -0.1 0.0 0.1 0.08
N -3.280505 0.840242 -0.079122 -0.1 -0.1 -0.1 0.04
H -2.997949 1.817439 -5.451553 0.0 0.0 0.0 0.11
H -2.322860 0.323203 -4.726629 0.0 0.0 0.0 0.11
H -1.427858 1.875218 -4.593328 0.0 0.0 0.0 0.10
H -4.387117 2.055939 -1.390144 0.0 0.0 0.0 0.18
H -4.038721 0.168085 0.046854 0.0 0.0 0.1 0.13
H -3.263910 1.449539 0.734473 0.1 0.0 0.0 0.14
O -3.080197 -1.509753 1.964467 0.0 -0.1 0.1 -0.24
As -1.382015 -1.755178 2.383515 -0.1 0.4 -0.1 0.96
O -1.098953 -1.577624 3.955644 0.1 0.0 -0.1 -0.38
O -0.769095 -0.463819 1.352626 -0.3 -0.5 0.2 -0.56
C -0.815018 -3.440562 1.654946 0.0 -0.2 -0.1 -0.23
C -0.489168 -4.318546 2.676783 0.0 -0.1 0.0 -0.07
C -0.123162 -5.638216 2.397707 0.0 0.1 0.1 -0.02
C -0.084830 -6.087474 1.099278 0.0 0.0 -0.2 -0.02
C -0.394519 -5.218635 0.050821 0.0 -0.1 0.1 -0.02
C -0.750906 -3.912787 0.323518 0.0 0.0 0.2 -0.26
S -1.044874 -2.908054 -1.085235 -0.2 0.2 0.1 0.61
O -0.031691 -1.788392 -1.058427 0.1 0.0 -0.2 -0.38
O -1.074571 -3.682503 -2.266372 0.0 0.0 0.0 -0.20
O -2.309285 -2.120133 -0.769923 0.1 -0.2 0.0 -0.37
H -3.623602 -1.729265 2.736156 -0.1 0.0 0.0 0.08
H -0.526406 -3.974870 3.703295 0.0 0.0 0.0 0.11
H 0.121595 -6.304210 3.213985 0.0 0.0 0.0 0.13
H 0.185765 -7.111079 0.879699 0.0 0.0 0.0 0.13
H -0.360860 -5.561488 -0.973746 0.0 0.0 0.0 0.13
C 3.406721 2.828720 -0.861648 0.0 -0.1 0.0 -0.10
N 3.258755 1.435447 -0.218988 -0.1 0.0 0.0 -0.06
C 3.429490 1.590252 1.307812 0.0 -0.1 -0.1 -0.09
N 2.516183 2.544991 1.817422 0.0 0.0 0.0 -0.14
C 2.695719 3.837376 1.158717 0.0 0.0 0.0 -0.14
N 2.487650 3.746029 -0.287668 0.0 -0.1 0.0 -0.14
C 1.089831 3.469026 -0.635783 0.1 0.1 0.0 -0.29
P 0.511218 1.856233 0.063960 -0.2 -0.5 -0.2 1.05
C 1.926978 0.825100 -0.556575 0.2 0.1 0.0 -0.24
C 1.124934 2.087987 1.790667 0.0 0.1 0.1 -0.28
H 3.245930 2.698634 -1.931006 0.0 0.0 0.0 0.15
H 4.434845 3.136378 -0.672347 0.0 0.0 0.0 0.15
H 4.003018 0.830291 -0.569410 0.0 0.0 0.0 0.19
H 4.461134 1.907761 1.458645 0.0 0.0 0.0 0.15
H 3.272666 0.602872 1.739914 0.0 0.0 0.0 0.15
H 3.711193 4.189083 1.343621 0.0 0.0 0.0 0.15
H 1.995766 4.556671 1.578722 0.0 0.0 0.0 0.14
H 0.965648 3.480571 -1.720195 0.0 0.0 0.0 0.10
H 0.468007 4.272597 -0.237052 0.0 0.0 0.0 0.10
H 1.870671 0.724924 -1.641809 0.0 0.0 0.0 0.11
H 1.892761 -0.176535 -0.125838 -0.1 0.0 0.0 0.10
H 1.008496 1.156644 2.345165 0.0 0.0 0.0 0.09
H 0.503530 2.835942 2.286527 0.0 0.0 0.0 0.11

=====

51
Properties=species:S:1:pos:R:3:forces:R:3:lowdin_charge:R:1 method="wB97M-V/def2-TZVPD" de_lowest_kj_mol=38.1 homo_lumo_gap_ev=5.86 lumo_energy_ev=1.0 e_tot_ha=-13946.54745 e_homo_ev=-4.880 largest_force_ev_per_a=0.54 charge=-1
Mo -0.315358 0.354842 0.486306 -0.5 0.3 -0.1 0.96
C 1.788232 -0.830815 -2.702340 0.0 0.0 0.0 -0.04
C 2.003525 0.303891 -1.718717 -0.1 0.1 -0.1 -0.45
C 3.290699 0.185904 -0.931228 0.0 0.0 0.0 -0.04
O 0.881772 0.297577 -0.833928 0.3 -0.2 0.0 -0.43
H 2.601092 -0.851290 -3.429737 0.0 0.0 0.0 0.08
H 0.844689 -0.704662 -3.231950 0.0 0.0 0.0 0.09
H 1.766729 -1.784386 -2.170942 0.0 0.0 0.0 0.08
H 1.955405 1.273988 -2.219844 0.0 0.0 0.0 0.14
H 3.325917 -0.771994 -0.407896 0.0 0.0 0.0 0.08
H 3.376928 0.997270 -0.210743 0.0 0.0 0.0 0.07
H 4.135526 0.234408 -1.620632 0.0 0.0 0.0 0.09
C 3.351282 1.312163 3.556735 0.0 0.0 0.0 -0.07
C 2.367190 2.358305 3.083018 0.0 0.1 0.0 -0.31
O 2.149116 2.177796 1.685529 -0.1 -0.2 0.0 -0.28
P 0.793377 2.601001 0.869622 0.0 0.0 0.1 0.37
O 1.228094 3.325424 -0.346778 -0.1 0.0 0.0 -0.34
Te -2.198836 2.105439 -0.063382 0.1 0.2 0.1 0.52
O 0.024368 3.535420 1.940167 0.0 0.0 0.0 -0.36
C 0.242697 4.959440 1.905070 0.0 0.0 0.0 -0.28
C -0.815072 5.624339 1.052330 0.0 0.0 0.0 -0.09
H 3.549874 1.435597 4.622681 0.0 0.0 0.0 0.08
H 4.292853 1.400685 3.014140 0.0 0.0 0.0 0.08
H 2.957879 0.307338 3.396479 0.0 0.0 0.0 0.06
H 2.780595 3.360220 3.237334 0.0 0.0 0.0 0.12
H 1.427682 2.300542 3.631930 0.0 0.0 0.0 0.10
H 1.241914 5.168055 1.517723 0.0 0.0 0.0 0.11
H 0.188287 5.292976 2.942247 0.0 0.0 0.0 0.12
H -0.693541 5.330345 0.009755 0.0 0.0 0.0 0.07
H -0.734200 6.710542 1.124052 0.0 0.0 0.0 0.08
H -1.809715 5.329810 1.390641 0.0 0.0 0.0 0.08
C -0.293342 0.363379 2.632182 0.1 0.0 -0.1 -0.27
H -0.577700 1.339414 3.021672 0.0 0.0 0.0 -0.01
H 0.664553 0.060677 3.054476 0.0 0.0 0.0 0.00
H -1.041205 -0.379969 2.912144 0.0 0.0 0.0 0.02
Br 1.830953 -6.108089 0.984853 0.0 0.0 0.0 0.70
C 1.083831 -4.360468 0.933921 0.0 0.0 0.0 -0.70
C -0.197634 -4.178953 0.449160 0.0 0.0 0.0 -0.13
C -0.731304 -2.896525 0.404541 -0.1 0.1 0.1 -0.15
C -0.021991 -1.777836 0.847790 0.1 -0.1 -0.1 -0.30
C 1.270013 -2.018218 1.334369 0.0 0.0 0.0 -0.15
C 1.832029 -3.288142 1.380620 0.0 0.0 0.0 -0.14
H -0.775849 -5.024973 0.102826 0.0 0.0 0.0 0.10
H -1.737197 -2.792219 0.017123 0.0 0.0 0.0 0.03
H 1.889131 -1.194765 1.679583 0.0 0.0 0.0 0.08
H 2.835205 -3.437942 1.757450 0.0 0.0 0.0 0.10
Se -6.524691 -1.245659 -0.519904 -0.2 -0.2 0.1 -0.19
Sb -5.804497 0.861982 -1.272549 0.0 0.1 0.0 -0.28
Se -2.567871 -0.321761 -0.251304 0.3 -0.2 0.1 0.03
Se -5.828669 2.730487 0.186165 -0.1 0.1 0.1 -0.22
Se -4.826200 1.124776 -3.397697 0.1 0.0 -0.2 -0.19

=====

44
Properties=species:S:1:pos:R:3:forces:R:3:lowdin_charge:R:1 method="wB97M-V/def2-TZVPD" smiles=CC[C@H](I)[C@H](COCCl)NC[C@H](C)O.c1ccncc1 homo_lumo_gap_ev=9.60 lumo_energy_ev=0.5 e_tot_ha=-1565.69703 e_homo_ev=-9.141 largest_force_ev_per_a=0.97
C -3.371635 1.339997 2.003983 0.3 -0.2 0.1 -0.11
C -2.763339 2.557087 1.338435 -0.9 0.1 -0.2 -0.33
C -2.615263 2.509405 -0.175512 0.6 -0.4 0.0 -0.66
I -4.513053 2.863116 -1.140486 0.0 0.0 0.0 0.88
C -1.845438 1.285277 -0.771027 -0.5 0.1 0.2 -0.38
C -2.768844 0.092129 -1.080180 0.1 0.2 0.5 -0.25
O -2.144597 -1.184073 -1.112898 0.1 0.0 -0.3 -0.18
C -1.115490 -1.391425 -2.041329 -0.4 -0.2 0.6 -0.59
Cl -1.472290 -0.814723 -3.687698 0.0 0.2 -0.1 0.62
N -0.753231 0.951138 0.126409 0.0 0.0 0.0 0.00
C 0.585899 1.311397 -0.302968 0.2 0.1 0.3 -0.17
C 1.476307 1.716503 0.868636 -0.3 -0.8 -0.4 -0.42
C 2.696145 2.451681 0.403096 -0.1 0.2 0.6 -0.04
O 1.898402 0.516172 1.547743 -0.6 0.3 0.5 -0.06
H -3.223349 1.401096 3.074958 -0.2 0.1 0.3 0.07
H -4.430937 1.237157 1.798622 -0.2 0.1 -0.1 0.07
H -2.891302 0.423138 1.693259 0.2 -0.3 -0.1 0.06
H -1.818099 2.827594 1.781687 0.5 -0.2 0.1 0.09
H -3.425738 3.392689 1.548173 0.0 0.3 0.1 0.08
H -2.020203 3.365651 -0.456823 -0.1 0.4 -0.2 0.07
H -1.449562 1.648661 -1.711751 0.3 0.0 -0.4 0.12
H -3.319856 0.288656 -1.987069 0.0 0.0 -0.4 0.06
H -3.511805 0.028621 -0.298267 -0.2 -0.3 0.2 0.10
H -0.986079 -2.458336 -2.123962 0.0 -0.3 0.0 0.08
H -0.186925 -0.966034 -1.687107 0.2 0.5 -0.3 0.06
H -0.812714 -0.007278 0.440506 0.0 0.0 -0.1 0.12
H 1.113290 0.499134 -0.807307 0.1 -0.2 -0.2 0.12
H 0.551020 2.136131 -1.006965 -0.3 0.2 -0.1 0.13
H 0.866989 2.301977 1.553300 0.1 0.3 0.1 0.14
H 3.356806 2.580491 1.250924 0.3 0.1 0.1 0.08
H 2.396512 3.435943 0.063822 0.1 0.2 -0.3 0.08
H 3.221661 1.905951 -0.368517 0.1 -0.1 -0.3 0.09
H 1.161218 0.266890 2.129553 0.4 0.0 -0.2 0.10
C 1.851315 -3.180313 0.320484 0.0 0.0 0.0 -0.09
C 2.909676 -2.286190 0.351772 0.0 0.0 0.0 -0.07
C 4.138571 -2.714572 -0.129838 0.1 -0.1 -0.1 -0.15
N 4.361870 -3.933732 -0.617286 -0.1 0.0 0.0 0.05
C 3.332516 -4.777565 -0.637071 0.1 -0.1 0.0 -0.16
C 2.062774 -4.453493 -0.184215 0.0 0.0 0.0 -0.08
H 0.873009 -2.889287 0.686510 0.0 0.0 0.0 0.10
H 2.784440 -1.283209 0.737354 0.0 -0.1 0.0 0.07
H 4.994880 -2.048817 -0.128193 0.0 0.0 0.0 0.10
H 3.542911 -5.763508 -1.037143 -0.1 0.0 0.0 0.10
H 1.263534 -5.181127 -0.225613 0.0 0.0 0.0 0.10